Record 1
{"formula": "CH5NO2S", "method": "the ωB97M-V functional and the def2-TZVPD basis", "elements": ["C", "N", "O", "O", "S", "H", "H", "H", "H", "H"], "coordinates": [[0.037151, 0.293720, -1.282113], [0.192832, -0.207647, 0.034786], [-1.166701, 0.750583, 1.729861], [0.198813, 0.619868, 1.106774], [0.366288, -1.855336, 0.370065], [-1.060559, 0.447442, -1.624597], [0.519116, 1.253425, -1.416213], [0.533165, -0.385738, -2.027841], [-1.258551, 0.871475, 2.679917], [1.638446, -1.787793, 0.429361]], "forces_ev_per_a": [[-1.6720, 0.4177, -2.2585], [-0.3230, -0.3227, 2.0073], [-2.0338, -0.3242, -2.4029], [0.8774, 0.1718, 0.2040], [-1.9697, 0.2385, -0.1509], [1.5620, -0.4215, 0.6359], [0.1867, 0.3000, 0.3313], [-0.5561, 0.4276, 0.9699], [1.7500, -0.1864, 0.4787], [2.1786, -0.3009, 0.1852]], "nbo_charge": [-0.433, -0.293, -0.554, -0.113, 0.208, 0.191, 0.214, 0.223, 0.473, 0.083], "e_above_lowest_kcal_mol": 140.36, "smiles": "CN(S)OO", "e_tot_ev": -17532.8566, "total_charge": 0, "homo_lumo_gap_ev": 10.0578}

Record 2
{"formula": "C26H26F5N3ReS", "method": "the ωB97M-V functional and the def2-TZVPD basis", "elements": ["Re", "C", "C", "C", "C", "C", "C", "C", "C", "C", "C", "N", "C", "C", "C", "C", "C", "N", "H", "H", "H", "H", "H", "H", "H", "H", "H", "H", "H", "H", "H", "H", "H", "H", "H", "F", "C", "C", "F", "C", "F", "C", "S", "C", "F", "C", "F", "C", "C", "C", "C", "C", "N", "H", "H", "H", "H", "H", "H", "H", "H", "H"], "coordinates": [[0.845099, 0.202549, -0.835172], [-2.866434, 4.625620, 0.736492], [-2.454892, 3.278834, 1.341169], [-2.826026, 2.096521, 0.472155], [-4.155704, 1.669172, 0.493412], [-4.586742, 0.562459, -0.210477], [-3.672006, -0.176448, -0.949244], [-2.348772, 0.217845, -0.996261], [-1.356522, -0.581626, -1.814270], [-0.705903, 0.179559, -2.983927], [-1.934696, 1.371901, -0.317081], [-0.535724, 1.680243, -0.442273], [-0.023403, 2.905553, -0.462307], [1.349296, 3.006475, -0.635512], [2.259121, 4.053171, -0.771099], [3.508810, 3.476772, -1.024670], [3.331042, 2.104039, -1.051613], [2.029207, 1.794395, -0.805369], [-2.592153, 5.447353, 1.396698], [-3.945510, 4.660710, 0.586820], [-2.410213, 4.804039, -0.240612], [-2.971211, 3.158608, 2.294669], [-1.390177, 3.272756, 1.584081], [-4.861945, 2.219306, 1.104358], [-5.623886, 0.259807, -0.170279], [-3.994270, -1.060866, -1.485877], [-1.843087, -1.464714, -2.234544], [-0.623168, -1.146459, -1.149428], [-1.467086, 0.792446, -3.467885], [-0.251169, -0.486876, -3.711565], [0.067727, 0.950820, -2.729252], [-0.654056, 3.781875, -0.381187], [2.034704, 5.106933, -0.704671], [4.440057, 3.997130, -1.175264], [4.064122, 1.331326, -1.227154], [0.324696, -6.484206, -3.275112], [0.711589, -5.262214, -3.008155], [1.341589, -4.506168, -3.987017], [1.547879, -5.019744, -5.181137], [1.745282, -3.216924, -3.694944], [2.346396, -2.510442, -4.633136], [1.525716, -2.656856, -2.429922], [2.163244, -1.066857, -2.101015], [0.888878, -3.450328, -1.466820], [0.666203, -2.962118, -0.233370], [0.483512, -4.733622, -1.740303], [-0.115735, -5.464794, -0.816005], [2.712020, -2.239759, 3.449183], [1.478447, -1.313997, 3.467669], [1.697554, -0.113215, 4.406863], [0.204792, -2.094916, 3.843005], [1.300564, -0.802545, 2.110666], [1.149818, -0.412360, 1.038888], [2.842432, -2.636401, 4.455334], [3.615979, -1.697011, 3.174407], [2.570978, -3.077667, 2.766549], [1.836122, -0.502731, 5.414786], [0.833848, 0.551217, 4.412396], [2.587570, 0.452661, 4.133192], [0.340717, -2.482300, 4.852068], [0.039867, -2.936878, 3.170951], [-0.674384, -1.451052, 3.838119]], "forces_ev_per_a": [[-0.8754, 0.0612, -0.1906], [-0.0011, -0.0434, -0.0107], [-0.0300, 0.0109, -0.0551], [0.0077, 0.1479, 0.1179], [-0.0359, -0.0229, 0.0084], [0.0194, 0.0218, 0.0074], [-0.0224, -0.0256, -0.0131], [0.1245, -0.0740, -0.1169], [-0.0481, 0.1663, 0.0836], [0.1000, -0.0865, 0.0715], [0.1493, 0.0729, -0.0096], [0.0325, -0.3299, 0.0008], [-0.1435, 0.1165, -0.0110], [0.0701, -0.0090, 0.0141], [0.0534, 0.1511, -0.0187], [-0.0082, 0.0828, -0.0058], [-0.0579, -0.0905, 0.0061], [0.1977, -0.0889, -0.0590], [-0.0003, -0.0120, -0.0015], [0.0125, 0.0068, -0.0033], [-0.0134, 0.0050, 0.0046], [0.0009, -0.0111, 0.0044], [0.0012, -0.0174, 0.0149], [0.0168, -0.0025, -0.0088], [0.0038, 0.0039, 0.0028], [0.0144, 0.0136, 0.0064], [-0.0403, 0.0218, 0.0027], [0.1243, -0.0900, 0.0819], [-0.0097, 0.0214, 0.0411], [-0.0010, 0.0144, -0.0129], [0.0781, 0.0178, -0.0174], [-0.0047, -0.0162, 0.0099], [-0.0004, -0.0256, 0.0100], [-0.0081, -0.0124, -0.0008], [-0.0060, 0.0035, -0.0012], [-0.0182, -0.0497, -0.0157], [0.0003, -0.0235, -0.0040], [-0.0111, -0.0380, -0.0070], [0.0097, -0.0089, -0.0533], [-0.0581, -0.0769, 0.2128], [0.0453, 0.1066, -0.0741], [-0.1183, -0.1052, -0.0056], [0.3143, 0.1638, 0.1118], [0.0548, 0.1730, -0.0360], [0.0300, -0.0569, -0.1216], [-0.0323, -0.0750, 0.0150], [-0.0013, -0.0007, 0.0127], [-0.0211, 0.0111, -0.0311], [0.0474, -0.0275, 0.0372], [-0.0115, -0.0061, -0.0336], [0.0060, 0.0165, -0.0273], [-0.0240, 0.0161, 0.0490], [0.0937, 0.0003, -0.0083], [-0.0060, 0.0070, 0.0029], [-0.0094, -0.0044, 0.0033], [0.0043, 0.0090, 0.0108], [-0.0019, -0.0015, -0.0053], [0.0077, -0.0033, 0.0041], [-0.0074, -0.0076, 0.0016], [-0.0011, -0.0002, -0.0023], [0.0033, 0.0063, 0.0082], [0.0045, -0.0063, 0.0036]], "lowdin_spin": [0.859, 0.000, 0.000, -0.001, 0.000, -0.001, 0.000, 0.000, 0.008, 0.007, 0.000, -0.004, 0.000, 0.012, 0.065, 0.034, 0.021, 0.050, 0.000, 0.000, 0.000, 0.000, 0.000, 0.000, 0.000, 0.000, 0.002, 0.005, 0.002, 0.000, 0.000, 0.000, 0.003, 0.001, 0.000, -0.006, -0.016, 0.002, 0.002, -0.012, -0.004, -0.013, -0.105, -0.010, 0.001, 0.001, 0.001, 0.001, 0.008, 0.004, 0.005, 0.064, 0.015, 0.000, 0.000, 0.000, 0.001, 0.000, 0.000, 0.001, 0.000, 0.000], "e_above_lowest_kcal_mol": 2.49, "e_tot_ev": -58390.2418, "s2": 0.797, "total_charge": 2, "homo_lumo_gap_ev": [5.3563, 5.7433], "spin_multiplicity": 2}

Record 3
{"formula": "C49H35AsN10O2STi", "method": "the ωB97M-V functional and the def2-TZVPD basis", "elements": ["Ti", "C", "C", "C", "C", "C", "N", "C", "C", "C", "C", "C", "C", "C", "C", "N", "C", "N", "C", "N", "C", "N", "C", "N", "C", "N", "C", "C", "C", "C", "C", "C", "C", "C", "C", "C", "C", "C", "C", "C", "N", "H", "H", "H", "H", "H", "H", "H", "H", "H", "H", "H", "H", "H", "H", "H", "H", "O", "C", "C", "C", "C", "C", "C", "C", "N", "N", "C", "O", "C", "C", "C", "C", "C", "C", "H", "H", "H", "H", "H", "H", "H", "H", "H", "H", "C", "As", "C", "C", "S", "H", "H", "H", "H", "H", "H", "H", "H", "H"], "coordinates": [[-0.003292, -0.394237, 0.476347], [-0.036966, -2.401496, -5.964168], [-1.275750, -1.721941, -6.031681], [-1.847500, -1.173121, -4.907104], [-1.156538, -1.297835, -3.696754], [-1.447034, -0.869258, -2.360499], [-2.548365, -0.168880, -2.051650], [-2.856522, 0.009620, -0.794497], [-4.088246, 0.699888, -0.407360], [-5.077826, 1.321605, -1.156814], [-6.134746, 1.893054, -0.467049], [-6.203104, 1.829054, 0.931931], [-5.220823, 1.190821, 1.670995], [-4.159868, 0.629433, 0.973190], [-2.966252, -0.089810, 1.414536], [-2.755766, -0.352720, 2.659125], [-1.651736, -0.987016, 3.087894], [-0.530324, -1.299417, 2.355510], [0.326061, -1.956244, 3.190814], [1.538791, -2.469239, 2.870674], [1.901617, -2.553215, 1.638021], [1.200928, -2.159592, 0.506631], [1.937362, -2.546069, -0.588726], [1.630930, -2.464115, -1.844706], [0.472849, -1.929554, -2.257390], [-0.450955, -1.248923, -1.513373], [0.067765, -1.974311, -3.628259], [0.638144, -2.540830, -4.774632], [3.201430, -3.143851, -0.147612], [4.292453, -3.612075, -0.863836], [5.368132, -4.093546, -0.134438], [5.343451, -4.110981, 1.265392], [4.245754, -3.642809, 1.971206], [3.179018, -3.152273, 1.234494], [-0.228201, -2.042112, 4.493450], [0.237603, -2.602723, 5.696804], [-0.567572, -2.511865, 6.801606], [-1.839895, -1.883296, 6.735541], [-2.310264, -1.347261, 5.565695], [-1.489382, -1.426060, 4.426605], [-2.191416, -0.426468, 0.311427], [0.379995, -2.821623, -6.871539], [-1.779713, -1.639721, -6.986918], [-2.799086, -0.657996, -4.945664], [-5.014149, 1.353134, -2.237201], [-6.924105, 2.396432, -1.011715], [-7.043292, 2.286930, 1.439446], [-5.263152, 1.130452, 2.750329], [1.584873, -3.061807, -4.714902], [4.297378, -3.579476, -1.944965], [6.247333, -4.456952, -0.652370], [6.203420, -4.491520, 1.802920], [4.217090, -3.643537, 3.052582], [1.207260, -3.082144, 5.735261], [-0.235813, -2.926826, 7.745832], [-2.445415, -1.830627, 7.632593], [-3.278750, -0.867708, 5.509638], [-0.530541, 1.301703, 1.223553], [-0.515111, 1.715216, 2.472643], [-1.527730, 2.573164, 2.931506], [-1.575481, 2.933545, 4.259032], [-0.600846, 2.500823, 5.165221], [0.447426, 1.734908, 4.707647], [0.512320, 1.336278, 3.367520], [1.719106, 0.787995, 2.801492], [1.709026, 0.291005, 1.621255], [2.915687, 0.243513, 0.940009], [2.605646, 0.289557, -0.319395], [1.367881, 0.327256, -0.721691], [3.657854, 0.241940, -1.358242], [4.987910, 0.020081, -1.010864], [5.951407, -0.073224, -2.000775], [5.592544, 0.057259, -3.337265], [4.267521, 0.280730, -3.681523], [3.298020, 0.370466, -2.694584], [-2.288748, 2.885246, 2.228213], [-2.390847, 3.556128, 4.608530], [-0.662986, 2.780375, 6.208327], [1.238117, 1.426630, 5.382404], [2.680196, 0.963139, 3.281121], [5.246416, -0.096282, 0.032921], [6.984017, -0.255884, -1.730585], [6.348066, -0.019709, -4.109850], [3.985371, 0.376991, -4.722451], [2.257762, 0.534942, -2.941224], [-1.630807, 2.455733, -4.133734], [-1.177539, 3.868375, -2.905874], [-1.046965, 5.431239, -4.038972], [-2.796271, 4.158387, -1.892105], [0.488129, 3.539526, -1.726164], [-2.494776, 2.757604, -4.727764], [-1.862524, 1.552791, -3.571439], [-0.774158, 2.274213, -4.781671], [-1.968081, 5.580778, -4.601732], [-0.210417, 5.285019, -4.720108], [-0.843007, 6.295203, -3.409163], [-3.644180, 4.311416, -2.559952], [-2.646750, 5.032989, -1.261034], [-2.970517, 3.285544, -1.263883]], "forces_ev_per_a": [[-0.4608, -0.2671, -0.2845], [-0.0745, 0.0224, -0.0771], [0.0559, -0.0325, -0.0272], [0.0222, 0.0273, 0.0642], [-0.0168, -0.0318, -0.0119], [-0.0402, 0.1376, 0.0352], [0.0213, 0.0011, 0.0228], [-0.0339, -0.0858, -0.0585], [-0.0353, -0.0161, -0.0811], [-0.0103, -0.0144, 0.0402], [-0.0094, 0.0036, 0.0032], [-0.0099, 0.0088, -0.0098], [-0.0021, 0.0080, -0.0391], [0.0321, -0.0261, 0.0726], [-0.0766, 0.0215, 0.0657], [-0.0318, -0.0112, -0.0554], [-0.0398, 0.0719, 0.0123], [0.0847, 0.0053, -0.0738], [0.1067, 0.0700, -0.0564], [-0.0669, -0.0160, -0.0344], [0.0730, -0.0764, -0.0063], [-0.0598, 0.2711, 0.0889], [0.0417, -0.0646, -0.0539], [-0.0025, -0.0498, 0.0563], [0.1975, 0.0763, -0.0441], [-0.0665, 0.0176, 0.1134], [-0.0571, -0.0278, -0.0461], [0.0464, 0.0359, 0.0787], [0.0091, -0.0073, -0.1144], [-0.0264, -0.0182, 0.0744], [0.0131, -0.0048, -0.0069], [0.0154, -0.0102, -0.0022], [-0.0035, -0.0002, -0.0300], [-0.0114, 0.0128, 0.0768], [-0.0074, -0.0502, 0.0821], [0.0155, 0.0486, -0.1057], [-0.0705, 0.0195, 0.0509], [0.0544, -0.0368, 0.0594], [0.0212, 0.0248, -0.0783], [-0.0393, -0.0129, 0.0665], [0.1751, 0.1816, -0.0028], [0.0024, 0.0001, 0.0007], [0.0003, -0.0025, -0.0085], [-0.0114, -0.0032, -0.0031], [0.0043, 0.0015, -0.0014], [-0.0042, 0.0013, -0.0010], [-0.0053, 0.0031, -0.0002], [0.0044, -0.0041, 0.0142], [0.0058, -0.0065, 0.0083], [-0.0027, 0.0014, -0.0178], [0.0047, -0.0012, 0.0064], [0.0037, -0.0028, 0.0001], [-0.0051, 0.0021, 0.0090], [0.0057, -0.0087, 0.0037], [-0.0023, 0.0020, 0.0047], [0.0041, -0.0039, 0.0026], [-0.0116, 0.0061, -0.0123], [-0.2315, -0.1166, 0.1450], [0.1307, 0.0717, -0.0946], [0.0347, -0.0569, 0.1232], [-0.0440, 0.0232, -0.0322], [0.0314, -0.0233, -0.0032], [-0.0441, 0.0279, 0.0308], [0.0355, 0.0648, 0.0597], [-0.0505, 0.0856, -0.1624], [0.2064, -0.1629, 0.3153], [-0.0042, 0.0049, -0.0718], [0.1303, -0.0686, 0.0497], [0.0118, -0.1411, -0.1259], [0.0552, 0.0804, 0.0502], [-0.0145, -0.0145, -0.0320], [0.0084, -0.0003, -0.0024], [0.0412, -0.0051, 0.0052], [-0.0236, -0.0036, -0.0173], [0.0088, 0.0266, 0.0003], [-0.0087, -0.0044, -0.0079], [0.0029, 0.0022, 0.0019], [0.0051, -0.0006, 0.0055], [0.0052, -0.0049, -0.0033], [-0.0022, 0.0323, 0.0041], [-0.0078, 0.0021, 0.0163], [0.0066, -0.0023, -0.0049], [0.0005, -0.0003, -0.0033], [-0.0061, 0.0020, -0.0011], [-0.0078, 0.0051, -0.0075], [0.0384, 0.0289, -0.0790], [-0.0323, -0.1080, 0.1463], [0.0252, 0.0370, -0.0014], [0.0236, 0.0108, -0.0099], [0.0263, 0.0385, -0.0814], [0.0061, -0.0224, -0.0170], [-0.0184, 0.0186, 0.0397], [-0.0193, -0.0202, 0.0090], [-0.0095, 0.0009, -0.0062], [-0.0082, 0.0054, -0.0012], [-0.0108, -0.0025, -0.0066], [-0.0152, 0.0012, 0.0114], [-0.0190, -0.0134, 0.0066], [0.0183, 0.0121, -0.0164]], "lowdin_spin": [-0.006, 0.021, 0.031, 0.009, 0.054, 0.099, 0.061, 0.000, -0.009, 0.000, -0.005, -0.003, -0.003, -0.008, -0.013, 0.051, 0.065, 0.004, 0.069, 0.058, 0.000, 0.061, 0.038, 0.037, 0.135, -0.006, 0.049, 0.017, -0.004, 0.005, -0.003, 0.005, -0.002, 0.001, 0.036, 0.007, 0.017, 0.017, 0.006, 0.037, 0.067, 0.001, 0.002, 0.000, 0.000, 0.000, 0.000, 0.000, 0.001, 0.000, 0.000, 0.000, 0.000, 0.000, 0.001, 0.001, 0.000, 0.001, 0.000, 0.000, 0.000, 0.000, 0.001, 0.000, 0.000, -0.001, 0.001, -0.001, -0.002, 0.000, 0.000, 0.000, 0.000, 0.000, 0.001, 0.000, 0.000, 0.000, 0.000, 0.000, 0.000, 0.000, 0.000, 0.000, 0.000, 0.000, 0.000, 0.000, 0.000, 0.000, 0.000, 0.000, 0.000, 0.000, 0.000, 0.000, 0.000, 0.000, 0.000], "e_above_lowest_kcal_mol": 0.00, "e_tot_ev": -165175.2511, "s2": 0.810, "total_charge": -1, "homo_lumo_gap_ev": [4.7708, 4.7376], "spin_multiplicity": 2}

Record 4
{"formula": "C4H8O", "method": "the ωB97M-V functional and the def2-TZVPD basis", "elements": ["O", "C", "H", "H", "C", "C", "C", "H", "H", "H", "H", "H", "H"], "coordinates": [[-1.247228, -1.281985, 2.412808], [-1.661445, -1.803283, 1.419340], [-2.709675, -2.107721, 1.261029], [-1.023743, -2.043439, 0.544184], [0.044105, 1.566597, -0.190420], [0.948783, 0.364667, -0.314209], [1.489588, -0.014720, -1.462538], [0.539618, 2.469979, -0.550970], [-0.196253, 1.729982, 0.858739], [-0.883826, 1.449889, -0.748736], [1.193321, -0.106908, 0.634812], [2.068329, -0.921122, -1.584745], [1.438426, 0.698062, -2.279292]], "forces_ev_per_a": [[-0.0594, 0.0503, 0.0551], [0.0829, -0.3041, -0.6416], [-0.2055, 0.1246, 0.3643], [0.2117, 0.1636, 0.1913], [0.3831, 0.1471, 0.2760], [-0.0098, 0.2858, 0.2270], [0.2073, 0.3320, 0.2095], [-0.0320, 0.0226, -0.0740], [-0.1576, 0.0785, -0.0302], [-0.0044, -0.0789, 0.0022], [-0.2805, -0.5302, -0.2487], [0.1680, 0.1620, 0.0720], [-0.3036, -0.4533, -0.4028]], "nbo_charge": [-0.492, 0.287, 0.101, 0.105, -0.662, -0.173, -0.411, 0.218, 0.219, 0.218, 0.201, 0.201, 0.188], "e_above_lowest_kcal_mol": 42.35, "smiles": "C=CC.C=O", "e_tot_ev": -6323.3313, "total_charge": 0, "homo_lumo_gap_ev": 10.4409}